Entry 1:
A molecular structure, CH4N4O in a non-equilibrium geometry. Source: OMol25; level of theory: wB97M-V/def2-TZVPD.

Structure (XYZ):
```
10
Properties=species:S:1:pos:R:3:forces:R:3
C -1.952491 0.123468 -0.160955 0.889 5.850 1.691
N 1.626733 -0.022072 -0.757163 -0.097 -0.187 -1.670
N 0.832484 -0.833561 -0.060660 1.005 -0.671 -1.219
N 1.624964 0.734779 0.337417 1.360 0.923 0.631
N 0.915964 -0.139778 1.070824 -1.003 -0.214 1.540
O -2.139774 -0.981628 -0.562592 -1.228 -6.508 -1.976
H -1.430987 0.814059 -0.773940 0.842 0.799 -1.132
H -2.257510 0.634504 0.712820 -0.691 -0.064 1.342
H 2.417835 1.339660 0.641827 -1.152 -0.864 -0.235
H 0.362778 -1.669430 -0.447578 0.075 0.937 1.030
```
Positions in Å, forces in eV/Å.

Summary:
- energy above the lowest of the compared OMol25 structures with the same formula, charge and spin (eV) = 3.818
- LUMO energy (alpha / beta) (eV) = 1.162 / -2.385
- HOMO-LUMO gap (alpha / beta) (eV) = 7.734 / 6.708
- 2S+1 = 3
- electronic energy (Eh) = -334.44805

Löwdin population analysis, charges in e, atoms 1 to 5: -0.264 -0.029 -0.119 -0.120 -0.020


Entry 2:
CH4N4S in the gas phase in a non-equilibrium geometry. Source: OMol25; level of theory: wB97M-V/def2-TZVPD.

Structure (XYZ):
```
10
Properties=species:S:1:pos:R:3:forces:R:3
S 0.208933 2.446489 1.696049 -0.844 -1.719 -1.560
N -0.134374 0.984739 0.571563 -1.081 2.135 0.579
N -1.044260 0.744593 -0.289791 1.506 2.837 1.976
C -0.712120 -0.447529 -0.939730 1.664 -2.117 2.015
N 0.630844 -0.862384 -0.365498 0.989 0.602 -0.296
N 0.778095 0.038677 0.709766 -3.160 -1.022 -0.792
H -1.400834 -1.156662 -0.556963 -1.187 -1.074 -0.540
H -0.628880 -0.376901 -1.980646 -0.297 0.176 -1.495
H 0.678228 -1.716033 0.150292 -0.799 -1.120 -0.554
H 1.624367 0.345011 1.004958 3.209 1.303 0.667
```
Positions in Å, forces in eV/Å.

Summary:
- energy above the lowest of the compared OMol25 structures with the same formula, charge and spin (eV) = 3.348
- LUMO energy (eV) = -0.022
- SMILES = [S-][N+]1=NCNN1
- HOMO-LUMO gap (eV) = 8.544
- 2S+1 = 1
- electronic energy (Eh) = -657.55263

Löwdin population analysis, charges in e, atoms 1 to 5: 0.323 -0.533 0.069 -0.176 0.015


Entry 3:
CH4N4S in the gas phase in a non-equilibrium geometry. Source: OMol25; level of theory: wB97M-V/def2-TZVPD.

Structure (XYZ):
```
10
Properties=species:S:1:pos:R:3:forces:R:3
C -0.253761 -0.253811 0.449909 -3.136 -2.687 1.098
N 2.792044 -0.638568 0.247352 0.211 -1.197 0.755
N 2.604048 0.325969 -0.473329 0.429 1.618 -1.063
N 1.950417 -1.723362 0.046207 -0.046 -0.943 -0.403
N 1.459557 0.336048 -1.165727 -1.036 -2.298 1.829
S 0.652394 -1.293793 -0.799618 0.713 3.232 1.484
H -1.199028 -0.924060 0.758564 2.059 1.489 -0.187
H -0.634556 0.736361 0.204818 0.210 -0.210 -0.793
H 0.447971 -0.152970 1.279935 -0.141 -0.243 -0.069
H 1.367305 0.701518 -2.046393 0.739 1.238 -2.652
```
Positions in Å, forces in eV/Å.

Summary:
- energy above the lowest of the compared OMol25 structures with the same formula, charge and spin (eV) = 3.547
- LUMO energy (eV) = 0.168
- HOMO-LUMO gap (eV) = 8.732
- 2S+1 = 1
- electronic energy (Eh) = -657.54531

Löwdin population analysis, charges in e, atoms 1 to 5: -0.306 -0.133 -0.107 -0.402 -0.210


Entry 4:
2 unconnected molecules or ions with the total composition CH4N4S in a non-equilibrium geometry. Source: OMol25; level of theory: wB97M-V/def2-TZVPD.

Structure (XYZ):
```
10
Properties=species:S:1:pos:R:3:forces:R:3
C -2.279129 0.018240 -0.241763 2.268 1.579 -0.263
N 4.082295 0.996784 2.270167 -2.199 -0.119 -0.347
N 2.992475 0.941755 2.102360 2.180 0.114 0.333
N 0.188445 -0.420293 -0.850022 1.124 -0.763 -0.627
N 1.445453 -0.600490 -0.866159 0.223 -1.593 -1.703
S -0.481439 0.476666 0.297190 -3.373 1.493 0.867
H -2.982785 0.750768 0.124022 0.005 0.220 -0.074
H -2.406194 -0.900243 0.201335 -0.684 -2.077 1.011
H -2.256679 -0.112751 -1.322564 -0.096 0.428 0.100
H 1.697558 -1.150437 -1.714565 0.551 0.717 0.704
```
Positions in Å, forces in eV/Å.

Summary:
- energy above the lowest of the compared OMol25 structures with the same formula, charge and spin (eV) = 0.000
- LUMO energy (alpha / beta) (eV) = 1.002 / -1.657
- HOMO-LUMO gap (alpha / beta) (eV) = 7.646 / 7.160
- 2S+1 = 3
- electronic energy (Eh) = -657.58825

Löwdin population analysis, charges in e, atoms 1 to 5: -0.289 0.010 0.008 -0.547 -0.062


Entry 5:
CH4N4S2 in the gas phase in a non-equilibrium geometry. Source: OMol25; level of theory: wB97M-V/def2-TZVPD.

Structure (XYZ):
```
11
Properties=species:S:1:pos:R:3:forces:R:3
C 0.705762 -0.437874 -0.460156 0.483 1.609 1.423
N -1.139946 1.144820 -0.313977 0.899 1.229 -0.713
N 0.077757 0.900848 -0.768390 -1.513 -2.411 -0.464
N -1.945978 0.285963 -0.068016 2.421 -1.535 -0.329
N 1.400691 -0.222506 0.804869 -1.285 2.256 0.327
S -3.344836 0.165297 0.576312 -2.098 -0.310 0.763
S -0.558930 -1.641223 -0.267886 -1.237 0.700 -0.906
H 1.559460 -0.631055 -1.142351 -1.115 0.030 -0.370
H 0.625174 1.710063 -0.836207 0.924 1.040 0.076
H 0.738476 -0.233836 1.600771 0.320 0.078 -0.749
H 1.882368 -1.040497 0.875030 2.202 -2.686 0.939
```
Positions in Å, forces in eV/Å.

Summary:
- energy above the lowest of the compared OMol25 structures with the same formula, charge and spin (eV) = 2.713
- LUMO energy (alpha / beta) (eV) = -1.726 / -1.727
- HOMO-LUMO gap (alpha / beta) (eV) = 6.842 / 6.836
- 2S+1 = 1
- electronic energy (Eh) = -1055.74915

Löwdin population analysis, charges in e, atoms 1 to 5: -0.787 -0.049 -0.011 -0.752 -0.026


Entry 6:
A gas-phase ion, CH4N5O (charge +1) in a non-equilibrium geometry. Source: OMol25; level of theory: wB97M-V/def2-TZVPD.

Structure (XYZ):
```
11
Properties=species:S:1:pos:R:3:forces:R:3
C -2.003701 -0.005373 -0.024317 2.078 -1.593 -1.044
O -0.828163 0.875848 -0.224557 -2.046 0.811 0.044
N 0.322753 0.353560 -0.060369 3.298 -1.127 -0.101
N 0.604439 -0.957691 -0.111858 -1.905 -0.935 -0.922
N 1.849978 -1.079672 -0.107837 1.433 -0.749 1.414
N 2.368850 0.104571 0.064829 -4.981 1.547 -1.413
N 1.394285 1.054333 0.006549 1.042 0.005 0.988
H -2.828743 0.450350 -0.399677 -1.814 1.885 -1.859
H -2.265794 -0.159632 0.945818 0.251 -0.044 3.334
H -1.877297 -0.985956 -0.448808 0.410 -0.085 -0.615
H 3.263398 0.349661 0.360227 2.233 0.286 0.173
```
Positions in Å, forces in eV/Å.

Summary:
- energy above the lowest of the compared OMol25 structures with the same formula, charge and spin (eV) = 2.849
- LUMO energy (eV) = -5.570
- SMILES = CO[n+]1nn[nH]n1
- total charge = +1
- HOMO-LUMO gap (eV) = 11.221
- 2S+1 = 1
- electronic energy (Eh) = -389.06272

Löwdin population analysis, charges in e, atoms 1 to 5: 0.073 0.050 -0.175 0.153 0.115


Entry 7:
CH4N6O in the gas phase in a non-equilibrium geometry. Source: OMol25; level of theory: wB97M-V/def2-TZVPD.

Structure (XYZ):
```
12
Properties=species:S:1:pos:R:3:forces:R:3
N 1.435348 -0.691382 0.631428 3.839 0.045 1.490
N 0.649285 0.339511 0.051818 3.001 -1.902 -0.945
N 0.524775 1.553157 0.573810 -1.142 4.086 1.990
N -0.854866 1.757096 0.748065 -0.484 2.784 0.896
N -1.626374 0.871644 0.349624 3.759 -1.117 -0.968
C -0.599172 -0.090346 -0.227205 -4.757 -2.921 -1.167
N -0.768452 -1.218010 -0.811981 2.692 1.355 -0.825
O -1.957754 -1.662668 -1.231109 -1.809 -1.420 -4.311
H 2.472201 -0.630083 0.284263 -2.779 0.089 0.509
H 1.566802 -0.722528 1.716529 -1.050 0.793 -2.275
H 0.988734 2.534262 0.270333 -1.179 -3.462 0.254
H -1.830526 -2.040652 -2.355575 -0.090 1.670 5.352
```
Positions in Å, forces in eV/Å.

Summary:
- energy above the lowest of the compared OMol25 structures with the same formula, charge and spin (eV) = 4.648
- LUMO energy (eV) = 0.300
- SMILES = Nn1[nH]nn/c1=N\O
- HOMO-LUMO gap (eV) = 8.667
- 2S+1 = 1
- electronic energy (Eh) = -444.01616

Löwdin population analysis, charges in e, atoms 1 to 5: 0.036 -0.221 -0.040 -0.045 0.121


Entry 8:
2 unconnected molecules or ions with the total composition CH4NO in a non-equilibrium geometry. Source: OMol25; level of theory: wB97M-V/def2-TZVPD.

Structure (XYZ):
```
7
Properties=species:S:1:pos:R:3:forces:R:3
N 1.756448 0.113667 0.448876 -0.300 -0.480 -0.167
C 0.628417 0.291807 -0.123615 0.633 0.916 0.477
O -2.122098 -0.326062 -0.345081 0.093 -0.033 0.054
H -0.253957 0.687219 0.386618 -0.140 -0.365 -0.288
H -1.309915 -0.848973 -0.301702 -0.397 -0.167 -0.053
H 1.629385 0.275702 1.449035 0.124 0.192 -0.007
H 0.538145 0.139917 -1.195559 -0.012 -0.063 -0.015
```
Positions in Å, forces in eV/Å.

Summary:
- energy above the lowest of the compared OMol25 structures with the same formula, charge and spin (eV) = 1.031
- LUMO energy (eV) = 4.686
- total charge = -1
- HOMO-LUMO gap (eV) = 7.017
- 2S+1 = 1
- electronic energy (Eh) = -170.44216

Löwdin population analysis, charges in e, atoms 1 to 5: -0.034 -0.186 -0.659 0.041 -0.224


Question: Number 3 is which compound?
Answer: CH4N4S


Question: Number 2 is which compound?
Answer: CH4N4S